1.
Molecular formula: HO4PS
Method: DFT, the ωB97M-V functional and the def2-TZVPD basis

The geometry in XYZ format:
```
7
Properties=species:S:1:pos:R:3:mulliken_charge:R:1
O -1.39 0.96 2.06 -0.73
O -0.32 0.49 -1.80 -0.71
O -0.29 -1.83 -1.05 -0.75
H 0.22 0.96 0.35 0.16
S -0.17 0.20 1.49 -0.06
O 1.67 -0.29 -0.22 -0.69
P 0.28 -0.49 -0.82 0.78
```

- HOMO energy: 1.11 eV
- LUMO: 6.6 eV
- 2S+1: 1
- Total charge: -2

***

2.
Molecular formula: C42H33CoN3O3P2S3
Method: DFT, the ωB97M-V functional and the def2-TZVPD basis

The geometry in XYZ format:
```
87
Properties=species:S:1:pos:R:3:mulliken_charge:R:1
C -2.86 0.29 -4.37 -1.16
C 1.03 -2.48 -4.31 -0.51
H 1.26 4.29 -2.01 0.41
C 1.36 -1.01 -2.43 0.28
H 1.11 -2.67 -5.37 0.34
C 6.30 -0.43 1.52 -0.47
Co -1.05 0.46 0.59 0.11
C 2.21 -2.63 0.78 0.51
H -0.83 0.54 -3.78 0.46
C 2.10 -3.45 1.90 -0.45
C 3.43 -2.56 0.12 -0.23
C 0.97 0.03 0.48 -0.78
C 2.98 3.54 1.35 -0.61
H 5.25 -4.69 2.02 0.35
C 2.59 5.03 -0.50 -0.59
P 0.77 -1.61 0.25 1.95
H 1.66 -0.06 -2.00 0.11
H -0.26 0.44 4.34 0.29
C -0.53 -0.37 3.66 -0.97
H 0.92 2.09 -0.90 0.52
H 3.53 -1.92 -0.75 0.29
H 3.08 -4.83 3.22 0.37
H -6.09 0.08 -1.12 0.33
H 1.88 -0.51 -4.45 0.42
O -1.40 0.13 2.65 0.65
C -4.50 0.65 4.52 -0.65
O -1.89 4.96 0.21 -0.67
C -1.86 0.45 -3.48 -1.12
C -3.57 0.53 1.91 0.63
H -5.58 0.93 1.32 0.39
N -3.01 0.46 0.62 1.41
C 0.49 -3.43 -3.46 -0.63
C -4.22 0.16 -3.95 0.91
N -1.28 2.69 1.26 -0.02
C 0.82 -1.96 -1.57 -0.39
C -3.16 0.41 4.29 -0.83
C 1.47 -1.26 -3.79 -0.68
H -7.88 -0.20 -2.78 0.37
C -5.26 -0.01 -4.88 -0.89
H 0.14 -4.38 -3.86 0.36
C 4.17 -0.29 2.64 -0.54
H 1.14 -3.52 2.39 0.33
C 3.61 0.39 1.57 0.33
H -4.85 0.72 5.55 0.37
H -1.02 -1.20 4.18 0.48
S -1.15 3.30 2.81 -0.51
H -6.43 1.04 3.66 0.36
C -2.09 0.49 -2.05 0.19
C 1.56 2.85 -0.45 -0.04
H 0.35 -0.74 3.14 0.03
C -3.44 0.36 -1.61 -0.15
C -2.69 0.35 2.98 0.32
H -2.47 0.31 5.11 0.43
H 4.00 1.17 -0.39 0.36
H 3.55 -0.49 3.51 0.30
S -0.92 -2.50 0.89 -0.70
H -0.06 -3.90 -1.43 0.34
C 5.50 -0.71 2.62 -0.51
C 4.43 0.64 0.46 -0.29
C -5.38 0.84 3.47 -0.70
H 7.33 -0.75 1.51 0.36
H 5.47 -3.22 0.04 0.40
S -1.64 3.52 0.01 0.38
H 3.45 3.33 2.30 0.38
C 3.19 -4.19 2.34 -0.69
C 4.52 -3.30 0.56 -0.67
O -1.08 0.65 -1.32 0.35
C 0.38 -3.17 -2.10 -0.66
H -2.64 0.26 -5.43 0.30
H -7.36 -0.26 -5.21 0.36
C -6.86 -0.10 -3.11 -0.75
H -5.00 -0.04 -5.94 0.36
H 5.91 -1.25 3.47 0.39
P 1.84 0.98 1.67 0.20
H 3.84 5.49 1.19 0.35
H 6.37 0.47 -0.43 0.35
C 1.76 4.08 -1.07 -0.69
C -4.51 0.19 -2.57 0.99
C 5.75 0.25 0.44 -0.65
C -5.86 0.06 -2.18 -0.34
C 4.40 -4.12 1.67 -0.48
H 2.74 5.99 -0.98 0.33
C 3.20 4.75 0.72 -0.55
N -3.84 0.40 -0.31 -1.03
C -6.56 -0.13 -4.48 -0.50
C -4.92 0.78 2.17 -0.61
C 2.17 2.56 0.77 -0.10
```

- HOMO energy (spin up / spin down): -0.75 / -0.76 eV
- LUMO (spin up / spin down): 4.2 / 4.2 eV
- 2S+1: 2
- Total charge: -2

***

3.
Molecular formula: C4H10N2O2
Method: DFT, the ωB97M-V functional and the def2-TZVPD basis

The geometry in XYZ format:
```
18
Properties=species:S:1:pos:R:3:mulliken_charge:R:1
H 0.07 1.26 2.17 0.25
C -0.08 0.32 0.38 1.36
H -3.18 0.17 -0.05 0.34
H -0.03 -0.30 -3.05 0.38
H -0.03 -1.70 1.14 0.26
H -0.93 1.99 1.15 0.31
N -1.33 -0.07 -0.26 -0.41
O 1.29 -0.58 2.21 -0.54
H 2.19 -0.93 2.19 0.32
C 0.69 -0.90 0.96 -0.61
O -2.43 0.61 0.36 -0.45
H 0.00 1.55 -1.44 0.48
H 0.31 -1.49 -1.80 0.38
C 0.49 -0.45 -2.10 -1.49
N -0.02 1.55 1.20 -0.77
C -0.02 0.52 -1.09 -0.52
H 1.47 -1.25 0.28 0.36
H 1.56 -0.31 -2.27 0.32
```

- Structure (SMILES): C[C@H]1N(O)[C@@]1(N)CO
- HOMO energy: -8.51 eV
- LUMO: 0.8 eV
- 2S+1: 1
- Total charge: 0

***

4.
Molecular formula: C23H23GaI2NO6RhS
Method: DFT, the ωB97M-V functional and the def2-TZVPD basis

The geometry in XYZ format:
```
58
Properties=species:S:1:pos:R:3:mulliken_charge:R:1
H 4.24 -1.86 -2.12 0.52
C -2.72 0.33 1.93 -0.05
S 1.01 0.11 -2.33 0.01
O -3.28 -2.38 -0.05 -0.16
H -4.04 -1.79 2.77 0.58
C 3.20 -1.63 -1.87 -1.27
C 0.10 -2.38 -0.54 0.20
C -4.00 -1.55 4.96 -0.75
H -5.34 1.30 2.25 0.32
O -3.51 0.02 1.00 -0.70
C -5.11 3.18 -0.06 -1.41
H 2.59 -2.49 -2.14 0.32
C -3.09 0.57 5.72 -0.65
H 2.42 0.04 -4.80 0.46
H -3.75 -0.97 7.05 0.48
H 3.32 1.65 -2.97 0.38
H -2.08 2.75 4.88 0.38
C -3.60 -0.69 6.00 -0.64
O 0.64 -3.40 -0.37 -0.20
Ga 0.99 0.78 -0.03 0.62
C -5.27 2.29 2.71 -1.50
H 3.79 -1.06 -4.48 0.45
C -2.86 3.06 3.00 0.14
H -2.84 1.29 6.51 0.51
C -1.86 3.98 2.67 -0.64
C 3.69 0.76 -2.43 -1.31
H -4.93 3.75 -0.97 0.42
O -1.58 0.92 1.78 -0.16
H 3.75 0.98 -1.36 0.21
C -1.94 4.65 1.46 -1.14
C 2.77 -0.79 -4.18 -1.63
C -2.41 -1.65 -0.28 0.05
I -1.95 1.62 -1.58 0.50
H -4.47 -2.52 5.18 0.50
H 4.70 0.53 -2.79 0.49
H 3.14 -1.43 -0.80 0.11
H -1.18 5.37 1.18 0.97
C -2.97 4.35 0.57 -0.73
O 3.39 -0.40 1.74 -0.10
H -6.14 2.88 2.40 0.57
Rh -0.84 -0.83 -0.85 0.32
H -2.97 4.76 -0.44 0.58
C 2.78 -0.43 -2.70 1.14
C -3.15 0.02 3.35 1.25
H 2.11 -1.65 -4.35 0.44
C -0.11 -0.38 1.59 0.23
O 0.09 -0.85 2.63 -0.25
C -4.03 2.97 2.23 0.94
H -6.10 3.49 0.34 0.42
C 2.70 0.11 0.97 0.55
N -2.62 2.30 4.15 0.15
H -5.30 2.19 3.79 0.31
H -5.18 2.11 -0.32 0.31
C -3.77 -1.18 3.63 -0.56
C -2.94 0.96 4.38 0.43
C -4.00 3.49 0.93 0.87
I 0.78 3.36 -0.23 0.25
H -0.98 4.08 3.31 0.49
```

- HOMO energy (spin up / spin down): -20.34 / -20.74 eV
- LUMO (spin up / spin down): -13.3 / -16.1 eV
- 2S+1: 5
- Total charge: +4

***

For each record above, in turn, the calculated energy relative to the best compared isomer or geometry (same formula, charge and spin) values are 17.0, 38.8, 116.7, 19.4 kcal/mol.